(i)
Entry from the Open Molecules 2025 dataset: a cluster of 2 separate species, CH4O2S in total (ωB97M-V/def2-TZVPD).

Charge: 0
Gap between HOMO and LUMO (spin up / spin down) in eV: 8.78 / 7.06

Structure (XYZ):
```
8
Properties=species:S:1:pos:R:3:lowdin_charge:R:1
C 0.059 -1.022 0.080 -0.28
O -1.300 1.244 -0.218 -0.36
O 2.190 0.597 0.874 -0.51
S 0.930 0.625 0.075 0.97
H 0.679 -1.695 0.661 0.04
H -0.066 -1.119 -1.078 0.08
H -0.983 -0.615 0.453 0.06
H -1.509 1.985 -0.848 0.01
```

(ii)
Entry from the Open Molecules 2025 dataset: a structure of composition CH4O2S (ωB97M-V/def2-TZVPD).

Charge: 0
Gap between HOMO and LUMO (spin up / spin down) in eV: 7.92 / 7.93

Structure (XYZ):
```
8
Properties=species:S:1:pos:R:3:lowdin_charge:R:1
C 0.616 0.278 0.159 -0.39
O 0.908 1.319 -0.843 -0.08
O -0.676 0.158 0.510 -0.33
S -2.288 -0.941 -0.603 0.60
H 1.131 0.617 1.192 0.18
H 1.133 -0.605 -0.198 0.12
H 0.521 2.191 -0.812 0.07
H -2.725 0.279 -1.157 -0.17
```

(iii)
Entry from the Open Molecules 2025 dataset: a cluster of 2 separate species, CH4O2S in total (ωB97M-V/def2-TZVPD).

SMILES: O=CO.S
Charge: 0
Gap between HOMO and LUMO in eV: 10.38

Structure (XYZ):
```
8
Properties=species:S:1:pos:R:3:lowdin_charge:R:1
C -0.843 1.648 -0.152 -0.37
O -0.847 2.965 0.114 0.08
O -0.160 0.901 0.507 0.04
S 1.517 -2.811 -0.121 0.47
H 0.264 -3.082 -0.122 -0.28
H -1.479 1.307 -1.014 0.15
H -0.325 3.212 0.856 0.10
H 1.873 -4.140 -0.068 -0.20
```

Most stable: (iii)

(i)
Entry from the Open Molecules 2025 dataset: an isolated molecule of C7H13NO2 (ωB97M-V/def2-TZVPD).

SMILES: CC1=C(O)[C@@](C)(N)[C@@]1(C)O
Charge: 0
Gap between HOMO and LUMO in eV: 9.24

Structure (XYZ):
```
23
Properties=species:S:1:pos:R:3:lowdin_charge:R:1
C -0.367 1.917 0.539 -0.01
C -2.210 -0.946 1.042 -0.03
C 2.223 0.413 0.112 -0.02
C 0.270 -1.237 0.255 -0.24
C -0.457 0.652 -0.293 -0.44
C -0.904 -0.607 0.412 -0.16
C 0.967 -0.158 -0.527 -0.42
N 1.253 -0.488 -1.903 0.09
O 0.793 -2.410 0.679 0.10
O -1.150 0.982 -1.475 0.00
H 0.160 -2.857 1.254 0.11
H -1.352 0.171 -1.955 0.09
H 0.503 -1.024 -2.324 0.08
H 1.391 0.359 -2.444 0.09
H 0.091 1.712 1.501 0.08
H 0.213 2.671 0.012 0.09
H -1.372 2.307 0.692 0.09
H -2.344 -2.024 1.133 0.07
H -3.047 -0.551 0.466 0.08
H -2.271 -0.517 2.043 0.08
H 2.471 1.371 -0.340 0.08
H 3.046 -0.277 -0.060 0.08
H 2.092 0.542 1.182 0.08
```

(ii)
Entry from the Open Molecules 2025 dataset: a cluster of 2 separate species, C7H13NO2 in total (ωB97M-V/def2-TZVPD).

SMILES: [H]/N=C(\C)OC.C=C(C)C=O
Charge: 0
Gap between HOMO and LUMO in eV: 9.83

Structure (XYZ):
```
23
Properties=species:S:1:pos:R:3:lowdin_charge:R:1
C -0.039 1.079 2.464 -0.08
C -1.402 -2.038 1.108 0.00
C -0.935 -0.606 1.049 -0.52
O -0.199 -0.285 2.126 -0.09
N -1.339 0.304 0.241 0.15
H -1.983 -0.030 -0.479 0.08
H 1.039 1.306 2.472 0.09
H -0.549 1.722 1.742 0.07
H -0.455 1.230 3.470 0.09
H -2.371 -2.080 1.603 0.09
H -1.488 -2.444 0.097 0.08
H -0.691 -2.629 1.680 0.09
C 1.542 1.539 -1.188 -0.06
C 0.753 0.345 -1.626 -0.35
C 1.001 -0.937 -0.919 -0.26
C 0.058 0.304 -2.775 0.08
O 0.617 -2.021 -1.309 0.04
H 1.694 -0.845 -0.061 0.13
H 1.537 2.319 -1.944 0.08
H 1.108 1.943 -0.284 0.06
H 2.571 1.269 -0.980 0.08
H -0.101 1.181 -3.381 0.07
H -0.371 -0.626 -3.108 0.07
```

Most stable: (i)

(i)
Entry from the Open Molecules 2025 dataset: an isolated molecule of C2H5ClN2S (ωB97M-V/def2-TZVPD).

Charge: 0
Gap between HOMO and LUMO (spin up / spin down) in eV: 8.14 / 8.14

Structure (XYZ):
```
11
Properties=species:S:1:pos:R:3:lowdin_charge:R:1
C -0.788 0.424 0.395 -0.43
C -0.673 -1.021 -0.307 -0.46
N 0.050 1.226 -0.241 0.01
N 1.613 -0.068 -0.505 -0.87
S 0.969 -1.458 0.183 0.80
Cl 2.991 0.588 0.229 0.50
H -1.903 0.425 0.045 0.15
H -0.705 0.430 1.474 0.10
H -1.446 -1.786 -0.061 0.09
H -0.722 -0.715 -1.333 0.07
H 0.614 1.953 0.121 0.04
```

(ii)
Entry from the Open Molecules 2025 dataset: a cluster of 2 separate species, C2H5ClN2S in total (ωB97M-V/def2-TZVPD).

SMILES: C1CSN=N1.Cl
Charge: 0
Gap between HOMO and LUMO in eV: 9.97

Structure (XYZ):
```
11
Properties=species:S:1:pos:R:3:lowdin_charge:R:1
C 0.821 0.700 -0.523 -0.24
C 0.120 0.346 0.799 -0.36
N 1.419 -0.468 -1.193 -0.11
N 1.377 -1.503 -0.570 -0.40
S 0.714 -1.407 0.921 0.85
Cl -3.544 -0.213 0.157 0.29
H 0.069 1.091 -1.148 0.09
H 1.786 1.206 -0.476 0.12
H 0.595 0.771 1.607 0.04
H -0.891 0.243 0.754 -0.04
H -2.466 -0.766 -0.327 -0.23
```

Most stable: (ii)

(i)
Entry from the Open Molecules 2025 dataset: an isolated molecule of C3H4P2 (ωB97M-V/def2-TZVPD).

SMILES: C=PC1=PC1
Charge: 0
Gap between HOMO and LUMO in eV: 7.31

Structure (XYZ):
```
9
Properties=species:S:1:pos:R:3:lowdin_charge:R:1
C -1.680 -0.648 1.075 -0.38
C 1.520 0.615 -1.069 -0.48
C 0.207 0.183 -0.400 -0.84
P -1.480 -0.391 -0.619 0.81
P 1.519 0.121 0.720 0.89
H -1.007 -0.486 1.884 -0.05
H -2.642 -1.010 1.631 0.03
H 1.934 0.018 -1.852 0.03
H 1.629 1.599 -1.370 0.00
```

(ii)
Entry from the Open Molecules 2025 dataset: an isolated molecule of C3H4P2 (ωB97M-V/def2-TZVPD).

SMILES: P[C@@]12C=C1P2
Charge: 0
Gap between HOMO and LUMO in eV: 8.81

Structure (XYZ):
```
9
Properties=species:S:1:pos:R:3:lowdin_charge:R:1
C -0.601 1.446 -0.452 -0.23
C -1.047 0.717 0.570 -0.33
C -0.033 0.140 -0.787 -0.74
P 1.771 -0.288 -0.254 0.76
P -1.374 -0.957 -0.082 0.86
H -0.569 2.495 -0.528 0.08
H 1.460 -0.120 1.060 -0.13
H 1.410 -1.578 -0.480 -0.16
H -1.017 -1.855 0.952 -0.10
```

(iii)
Entry from the Open Molecules 2025 dataset: an isolated molecule of C3H4P2 (ωB97M-V/def2-TZVPD).

SMILES: P1[C@@H]2[C@H]3PC123
Charge: 0
Gap between HOMO and LUMO in eV: 9.02

Structure (XYZ):
```
9
Properties=species:S:1:pos:R:3:lowdin_charge:R:1
C 0.818 -0.406 -0.501 -0.48
C -0.703 -0.610 -0.428 -0.50
C -0.136 0.572 0.264 -0.82
P 1.058 1.367 -0.761 0.88
P -1.031 -0.546 1.388 0.90
H 1.643 -1.115 -0.086 0.11
H -1.497 -0.954 -1.133 0.09
H 2.141 1.698 0.154 -0.08
H -2.292 -0.005 1.103 -0.10
```

(iv)
Entry from the Open Molecules 2025 dataset: an isolated molecule of C3H4P2 (ωB97M-V/def2-TZVPD).

SMILES: P1[C@@H]2[C@H]3PC123
Charge: 0
Gap between HOMO and LUMO in eV: 9.44

Structure (XYZ):
```
9
Properties=species:S:1:pos:R:3:lowdin_charge:R:1
C 0.489 -0.726 0.536 -0.48
C -0.483 -0.728 -0.524 -0.51
C -0.027 0.630 -0.025 -0.81
P 1.787 0.462 -0.101 0.91
P -1.791 0.452 0.108 0.89
H 0.495 -0.947 1.519 0.03
H -0.460 -1.229 -1.510 0.09
H 2.214 0.864 1.270 -0.08
H -2.080 1.263 -1.178 -0.06
```

Most stable: (i)

(i)
Entry from the Open Molecules 2025 dataset: an isolated molecule of C3H4P2 (ωB97M-V/def2-TZVPD).

SMILES: P1[C@@H]2[C@H]3PC123
Charge: 0
Gap between HOMO and LUMO in eV: 8.92

Structure (XYZ):
```
9
Properties=species:S:1:pos:R:3:lowdin_charge:R:1
C -0.803 -0.608 0.127 -0.52
C -0.356 0.606 -0.695 -0.56
C 0.782 -0.082 0.005 -0.63
P 0.347 -1.853 -0.329 0.91
P 0.273 1.545 0.710 0.90
H -1.260 -0.398 1.009 0.01
H -0.741 0.861 -1.696 0.10
H 0.687 -2.369 0.951 -0.09
H 1.072 2.297 -0.082 -0.12
```

(ii)
Entry from the Open Molecules 2025 dataset: an isolated molecule of C3H4P2 (ωB97M-V/def2-TZVPD).

SMILES: [H]/P=C\C1=[PH]=C1
Charge: 0
Gap between HOMO and LUMO in eV: 7.77

Structure (XYZ):
```
9
Properties=species:S:1:pos:R:3:lowdin_charge:R:1
C -0.399 0.491 1.232 -0.25
C -0.533 0.484 -1.148 -0.57
C -0.311 -0.066 0.071 -0.71
P -0.194 -1.389 1.402 0.85
P -0.060 -0.304 -2.610 0.81
H -0.391 1.341 1.961 0.09
H -0.955 1.529 -1.383 0.07
H 1.181 -1.697 1.662 -0.14
H 0.458 -1.341 -1.757 -0.15
```

Most stable: (ii)